Record 1
{"formula": "C9H25Cl4N7O14", "method": "ωB97M-V with the def2-TZVPD basis set", "total_charge": -1, "s2": 0.754, "orbital_gap_ha": [0.12653, 0.26093], "e_lumo_ev": [1.69, 1.69], "spin_multiplicity": 2, "species": ["C", "N", "O", "O", "H", "H", "H", "C", "N", "O", "O", "H", "H", "H", "C", "N", "O", "O", "H", "H", "H", "C", "N", "O", "O", "H", "H", "H", "C", "N", "O", "O", "H", "H", "H", "C", "N", "O", "O", "H", "H", "H", "C", "N", "O", "O", "H", "H", "H", "C", "Cl", "Cl", "H", "H", "C", "Cl", "Cl", "H", "H"], "xyz": [[-19.793380, 17.058510, 8.264570], [-20.689030, 16.071110, 7.615150], [-21.517910, 16.441120, 6.805920], [-20.477500, 14.872000, 7.869560], [-19.771140, 17.933820, 7.615390], [-18.807500, 16.599770, 8.340120], [-20.208180, 17.299770, 9.243260], [-20.138580, 22.478860, 8.452060], [-21.086650, 23.506190, 8.859870], [-20.931310, 24.624920, 8.360660], [-21.995540, 23.107510, 9.583630], [-19.104590, 22.823380, 8.468360], [-20.396850, 22.300010, 7.408320], [-20.323660, 21.560020, 9.008470], [-21.852370, 24.067070, 13.643270], [-23.077190, 24.498500, 12.909910], [-23.641660, 23.624530, 12.202460], [-23.333400, 25.713640, 12.936330], [-21.811810, 24.538760, 14.625090], [-20.987560, 24.414170, 13.077830], [-21.862620, 22.996520, 13.847980], [-19.724200, 19.546310, 11.917970], [-19.887970, 21.035700, 11.786210], [-20.957140, 21.543730, 12.114980], [-18.919570, 21.661720, 11.335420], [-18.860910, 19.435030, 12.574060], [-19.445660, 19.177590, 10.930770], [-20.689340, 19.125890, 12.200570], [-17.896630, 14.153880, 11.438390], [-17.574120, 15.618220, 11.267480], [-18.541790, 16.395890, 11.371720], [-16.385410, 15.959380, 11.143640], [-17.166110, 13.827210, 12.178490], [-17.620180, 13.634670, 10.520730], [-18.937980, 13.974050, 11.705500], [-23.692580, 19.030020, 13.178270], [-24.194290, 20.385790, 13.454080], [-24.797240, 20.962580, 12.537290], [-24.016650, 20.821430, 14.551350], [-22.842810, 19.135840, 12.503880], [-24.413900, 18.344390, 12.733640], [-23.267170, 18.645300, 14.105150], [-17.368530, 21.139410, 16.916970], [-17.460550, 19.811120, 16.256460], [-16.788180, 18.895310, 16.701960], [-18.127980, 19.765450, 15.263420], [-18.392060, 21.510400, 16.970280], [-16.802350, 21.883270, 16.356410], [-16.987410, 20.975230, 17.924890], [-21.601710, 15.790090, 12.166700], [-22.737620, 15.733520, 13.495710], [-21.762640, 14.256540, 11.187710], [-21.762590, 16.714520, 11.612040], [-20.565820, 15.849180, 12.500690], [-16.216860, 19.148800, 10.570570], [-15.234880, 20.629680, 10.340530], [-17.014870, 18.809980, 8.962030], [-15.545760, 18.348800, 10.883170], [-17.034680, 19.288340, 11.277530]], "atomic_forces_ev_per_a": [[0.081, 0.216, -0.295], [0.460, -2.357, -0.362], [0.005, 0.337, 0.375], [-0.377, 1.834, -0.121], [-0.077, -0.069, 0.154], [-0.271, 0.065, 0.328], [0.245, -0.191, -0.010], [0.523, -0.899, -0.906], [-0.604, 0.247, 0.198], [-0.563, -1.039, 1.005], [0.669, 1.307, -0.699], [-0.255, 0.081, 0.343], [0.085, -0.090, -0.069], [0.194, 0.387, 0.068], [0.027, -0.116, 1.025], [-0.568, -0.562, -1.919], [1.089, 2.549, 2.028], [-0.033, -2.026, -0.008], [-0.317, 0.415, -0.215], [-0.196, -0.307, -0.166], [-0.062, 0.148, -0.705], [0.115, 0.623, -0.605], [0.089, 0.701, -0.383], [1.079, -0.527, -0.277], [-1.247, -0.710, 0.654], [-0.463, -0.474, 0.244], [0.115, -0.019, 0.033], [0.498, 0.053, 0.433], [1.449, 1.303, -0.219], [-1.175, -4.378, -0.177], [-2.928, 2.982, 0.425], [2.607, 0.854, -0.176], [-0.256, -0.385, 0.378], [-0.227, -0.081, -0.211], [0.253, 0.228, 0.011], [1.294, -0.694, 0.148], [-1.686, 0.172, -2.507], [0.833, -0.846, 1.276], [0.306, 0.763, 1.238], [-0.233, 0.174, -0.229], [-0.195, 0.504, 0.144], [-0.394, -0.033, -0.053], [-0.768, 0.245, 1.034], [1.635, 0.088, 0.124], [-0.460, 0.404, 0.096], [-0.861, -0.207, -0.861], [0.045, -0.048, 0.027], [0.230, -0.595, -0.205], [0.150, 0.135, -0.261], [0.744, -0.571, -0.541], [-0.213, 0.116, 0.470], [0.071, 1.261, 0.281], [-0.393, -0.521, -0.466], [-0.021, -0.292, 0.146], [-0.206, 0.055, -0.824], [-0.225, -0.129, 0.429], [0.409, -0.102, 0.883], [-0.439, -0.151, -0.387], [0.412, 0.175, -0.141]], "lowdin_spin": [0.002, 0.000, 0.001, 0.000, 0.000, 0.000, 0.001, 0.000, 0.000, 0.000, 0.000, 0.000, 0.000, 0.000, 0.000, 0.000, 0.000, 0.000, 0.000, 0.000, 0.000, 0.002, 0.001, 0.001, 0.000, 0.001, 0.000, 0.000, 0.022, 0.435, 0.228, 0.259, 0.014, 0.012, 0.001, 0.000, 0.000, 0.000, 0.000, 0.000, 0.000, 0.000, 0.000, 0.000, 0.001, 0.001, 0.000, 0.000, 0.000, 0.003, 0.001, 0.002, 0.000, 0.004, 0.001, 0.001, 0.003, 0.001, 0.001]}

---

Record 2
{"formula": "C9H25NO2P", "method": "ωB97M-V with the def2-TZVPD basis set", "total_charge": 1, "orbital_gap_ha": 0.34060, "e_lumo_ev": -3.74, "species": ["C", "C", "N", "P", "O", "C", "C", "C", "C", "C", "C", "C", "H", "H", "H", "H", "H", "H", "H", "H", "H", "H", "H", "H", "H", "H", "H", "H", "H", "H", "H", "H", "H", "H", "H", "O", "H", "H"], "xyz": [[2.677483, 1.310998, -0.069338], [3.921539, 0.651012, 0.824440], [4.442424, -0.607564, 0.164753], [3.068313, -1.725236, -0.205901], [1.850117, -1.760356, 1.043533], [0.540284, -2.182100, 0.519825], [-0.641807, -1.147836, 1.094049], [-1.242650, -1.838397, 2.454346], [-1.715892, -0.972474, -0.131499], [-2.624342, 0.391842, -0.072021], [-1.808327, 1.747711, 0.362146], [-3.145428, 0.660289, -1.638316], [1.617237, 0.961129, 0.301556], [2.816246, 1.091078, -1.232377], [2.762113, 2.492840, 0.042062], [3.598678, 0.510642, 1.950899], [4.765784, 1.490382, 0.839262], [5.178519, -1.088523, 0.731233], [3.676908, -3.051605, -0.316456], [2.527737, -1.434632, -1.521640], [0.285272, -3.306408, 0.737322], [0.600131, -2.065574, -0.664546], [-0.075483, -0.172898, 1.406933], [-1.699843, -2.917243, 2.296658], [-0.351647, -1.992292, 3.234089], [-2.028165, -1.154475, 3.035771], [-2.480683, -1.885451, -0.054721], [-1.253454, -1.031718, -1.209160], [-3.588327, 0.311613, 0.589147], [-0.808170, 1.890894, -0.265870], [-1.506806, 1.792155, 1.496040], [-2.473026, 2.719732, 0.166814], [-3.694241, -0.270000, -2.100256], [-3.736835, 1.672340, -1.742995], [-2.143151, 0.812739, -2.268430], [-2.757785, 3.224518, -3.077920], [-2.570301, 3.214752, -4.028532], [-1.982420, 3.658118, -2.690897]], "atomic_forces_ev_per_a": [[0.490, 0.443, 0.009], [-0.507, 2.541, 0.282], [-2.839, -1.680, 0.454], [0.783, 0.688, 2.964], [2.650, -0.257, -3.270], [-2.012, 0.359, -1.508], [0.737, -1.420, -0.221], [0.327, 0.110, 1.063], [-1.311, -0.116, 0.753], [-0.346, 0.940, -1.350], [0.127, 0.533, 0.014], [1.268, 0.053, 0.183], [2.144, 0.672, -0.785], [-0.238, 0.385, 2.534], [-0.356, -2.669, -0.172], [0.536, 0.037, -2.381], [-1.549, -2.203, -0.193], [-0.914, 0.386, -0.578], [-0.593, 1.211, 0.086], [0.161, 0.005, 1.285], [0.822, 2.180, -0.114], [-0.423, -0.296, 2.335], [-1.230, -1.671, -0.814], [0.805, 2.352, 0.006], [-1.807, 0.385, -1.746], [1.628, -1.474, -1.581], [1.700, 1.865, -0.226], [-0.513, 0.213, 2.201], [2.043, -0.125, -1.021], [-2.080, -0.438, 1.169], [-0.620, -0.277, -2.115], [1.363, -2.263, 0.348], [0.856, 1.888, 1.067], [1.023, -2.405, 0.288], [-2.202, -0.306, 1.228], [0.532, 0.392, -0.364], [-0.157, 0.041, 0.270], [-0.300, -0.079, -0.101]], "nbo_charge": [-0.689, -0.267, -0.851, 1.429, -0.743, -0.091, -0.233, -0.648, -0.434, -0.222, -0.649, -0.630, 0.234, 0.224, 0.270, 0.224, 0.247, 0.428, 0.049, 0.058, 0.226, 0.167, 0.225, 0.226, 0.221, 0.245, 0.232, 0.212, 0.223, 0.191, 0.215, 0.239, 0.218, 0.256, 0.192, -0.940, 0.476, 0.469]}

---

Record 3
{"formula": "C9H26F3O9V", "method": "ωB97M-V with the def2-TZVPD basis set", "total_charge": 0, "de_lowest_kj_mol": 12.5, "orbital_gap_ha": 0.32670, "e_lumo_ev": -0.42, "species": ["O", "V", "O", "C", "O", "O", "C", "F", "F", "F", "C", "C", "H", "H", "H", "H", "H", "H", "C", "O", "H", "H", "H", "H", "C", "O", "H", "H", "H", "H", "C", "O", "H", "H", "H", "H", "C", "O", "H", "H", "H", "H", "C", "O", "H", "H", "H", "H"], "xyz": [[1.764835, 0.628888, 0.230676], [0.446015, -0.204422, -0.166134], [-0.125965, -0.970752, 1.097526], [-0.715055, 0.028468, -2.844794], [0.471915, 0.621798, -2.345614], [-1.160865, -0.756442, -1.757724], [-1.614565, 1.079928, -3.547734], [-2.821205, 0.525398, -3.764984], [-1.801355, 2.154808, -2.785674], [-1.185565, 1.501378, -4.727134], [1.366615, 1.244648, -3.281984], [2.648755, 1.697118, -2.575064], [3.131985, 0.825158, -2.134304], [3.320675, 2.211838, -3.261854], [2.453305, 2.360438, -1.732504], [0.886845, 2.113758, -3.732074], [1.578565, 0.603858, -4.137874], [-0.435205, -0.630462, -3.666744], [2.382175, -2.709952, 0.344926], [1.627485, -2.091722, -0.658484], [2.245335, -2.273882, 1.334476], [2.098435, -3.761872, 0.377486], [3.434345, -2.547852, 0.110896], [2.060485, -2.464802, -1.429794], [-2.012265, 1.825548, 0.601376], [-0.610015, 1.698538, 0.318776], [-2.228075, 1.994328, 1.656376], [-2.431205, 2.671518, 0.056466], [-2.477675, 0.861328, 0.396956], [-0.350785, 2.531708, -0.081504], [1.421915, 2.859678, 3.272066], [0.867975, 2.578978, 4.579276], [1.052585, 2.158898, 2.523326], [1.170715, 3.871388, 2.953566], [2.508705, 2.781898, 3.241626], [0.950555, 3.407498, 5.057116], [-4.191015, -2.206372, -0.731644], [-3.064385, -1.689462, -0.018364], [-4.902555, -1.419972, -0.983404], [-3.933975, -2.831092, -1.587064], [-4.672105, -2.842452, 0.011366], [-2.455515, -1.378282, -0.692184], [0.317585, -2.922362, 3.936266], [1.616115, -2.430772, 4.140486], [0.226025, -3.638342, 3.119516], [-0.018515, -3.300102, 4.901896], [-0.396005, -2.131122, 3.706416], [1.553925, -1.636302, 4.675786]], "atomic_forces_ev_per_a": [[-0.933, -1.034, -0.197], [-0.452, 0.138, -0.085], [0.623, 0.750, -0.699], [0.300, -2.197, 0.996], [0.735, 0.607, -0.126], [1.193, 2.525, -0.875], [-1.320, -0.908, 1.513], [-0.009, -0.042, 0.007], [-0.022, 0.700, 0.419], [0.694, -0.034, -0.523], [0.402, 1.041, 0.031], [-0.439, -0.558, 0.216], [0.243, 0.045, -0.128], [-0.066, -0.172, -0.109], [-0.228, 0.049, -0.133], [-0.192, 0.137, 0.195], [0.047, -0.527, 0.196], [0.116, -0.283, -0.392], [0.888, -0.391, 1.552], [-0.706, 0.751, -0.717], [-0.478, 0.131, -0.198], [0.312, -0.091, 0.144], [0.180, -0.413, 0.074], [-0.693, 0.627, -0.765], [-0.681, -0.543, 0.447], [-0.293, -0.134, -0.020], [0.596, 0.174, 0.205], [-0.096, -0.358, -0.286], [-0.163, 0.217, -0.505], [0.561, -0.208, -0.129], [-0.047, -0.058, 0.135], [0.377, 0.206, -0.968], [-0.254, -0.099, 0.299], [-0.162, 0.075, -0.052], [0.139, -0.076, 0.301], [-0.055, -0.107, 0.259], [0.098, -0.143, 1.447], [-0.608, -0.252, -0.421], [0.027, 0.079, -0.356], [0.137, 0.202, -0.150], [-0.321, -0.178, -0.219], [0.539, 0.326, -0.278], [-1.136, 0.593, 0.832], [0.864, 0.055, -0.659], [0.527, -0.130, 0.258], [-0.316, -0.772, -0.173], [0.073, 0.248, -0.307], [-0.001, 0.031, -0.056]], "nbo_charge": [-0.550, 1.436, -0.460, 0.320, -0.575, -0.855, 0.924, -0.321, -0.330, -0.317, -0.064, -0.626, 0.217, 0.219, 0.223, 0.180, 0.178, 0.138, -0.261, -0.694, 0.231, 0.181, 0.173, 0.499, -0.264, -0.691, 0.186, 0.183, 0.227, 0.504, -0.260, -0.721, 0.200, 0.155, 0.165, 0.461, -0.251, -0.753, 0.156, 0.165, 0.171, 0.501, -0.249, -0.732, 0.182, 0.155, 0.176, 0.471]}

---

Record 4
{"formula": "C9H26FO7Sr", "method": "ωB97M-V with the def2-TZVPD basis set", "total_charge": 1, "de_lowest_kj_mol": 773.7, "orbital_gap_ha": 0.14726, "e_lumo_ev": -5.91, "species": ["Sr", "F", "C", "C", "C", "O", "H", "H", "H", "H", "H", "H", "H", "H", "C", "C", "O", "O", "H", "H", "H", "H", "H", "H", "C", "C", "O", "O", "H", "H", "H", "H", "H", "H", "C", "C", "O", "O", "H", "H", "H", "H", "H", "H"], "xyz": [[0.995602, -1.369562, 0.045404], [0.352552, -5.543032, -1.164696], [-5.964058, -0.911412, -3.420816], [-5.058068, -0.048202, -2.552046], [-5.741768, 1.139878, -1.797506], [-4.482948, -0.825512, -1.539076], [-6.540598, -0.507512, -4.253026], [-6.744368, -1.240182, -2.734436], [-5.480798, -1.782712, -3.862876], [-4.313338, 0.319238, -3.258056], [-5.153858, 1.972058, -2.184736], [-5.723628, 1.123208, -0.707786], [-6.765918, 1.262438, -2.149916], [-5.239228, -1.091012, -1.010736], [2.196892, 1.854698, -4.010926], [1.510332, 2.984788, -3.208476], [1.609822, 2.808028, -1.818146], [1.761072, 0.493088, -3.827706], [3.239262, 1.943648, -3.704906], [2.140352, 2.089728, -5.073786], [0.462432, 2.989228, -3.508466], [1.826892, 4.001888, -3.439586], [1.440262, 3.593758, -1.293286], [2.181362, -0.185622, -4.360906], [6.497842, -0.779832, 1.403604], [5.951482, 0.480348, 2.087744], [4.641462, 0.349278, 2.765724], [5.702322, -1.139532, 0.257554], [6.477032, -1.540282, 2.184244], [7.571352, -0.827252, 1.220834], [5.833562, 1.099688, 1.198594], [6.693522, 1.058728, 2.638164], [4.461132, 1.159938, 3.247304], [6.095782, -1.905162, -0.167426], [-0.902748, -1.826502, 5.257654], [-1.993418, -0.892732, 4.629534], [-1.449528, 0.091658, 3.775624], [-0.143488, -2.506692, 4.208304], [-1.421208, -2.512832, 5.927174], [-0.137218, -1.291882, 5.820004], [-2.615858, -0.347602, 5.339104], [-2.778278, -1.377072, 4.048564], [-1.306348, 0.857588, 4.336384], [0.314352, -3.220772, 4.657824]], "atomic_forces_ev_per_a": [[-0.132, -0.957, -0.246], [0.241, 1.304, 0.370], [-1.180, -0.522, 0.496], [-0.943, 0.647, -0.341], [0.150, 0.209, -2.129], [1.052, -0.900, 0.043], [0.372, 0.905, 0.083], [-0.225, -0.566, -0.012], [0.366, -0.003, 0.427], [0.636, 0.135, 0.637], [-0.389, 0.622, 0.589], [0.230, -0.338, -0.197], [-0.070, 0.141, 0.131], [0.089, -0.315, 0.302], [1.522, 0.390, -0.063], [-1.699, -0.516, -0.579], [0.412, -1.285, 1.021], [-1.252, 0.672, 1.596], [0.321, -0.299, -0.178], [-0.116, 0.268, 0.037], [-0.408, -0.118, 0.108], [0.790, -0.348, -0.673], [-0.051, 0.233, -0.499], [0.408, 0.688, -0.430], [-0.599, -1.199, 1.989], [-0.442, 0.918, -1.910], [1.509, -0.752, -0.881], [0.056, 0.558, 0.614], [-0.669, -0.683, -0.015], [0.031, 1.147, -0.576], [-0.604, 0.586, -0.037], [-0.011, -0.686, 0.660], [0.266, 0.114, 0.007], [0.149, -0.070, 0.038], [-0.452, 0.489, -1.054], [0.100, -0.238, 0.181], [0.621, 0.422, -0.417], [-0.954, 0.351, 0.368], [0.109, -0.288, -0.103], [-0.439, 0.493, 0.259], [0.386, -0.372, 0.883], [0.505, -0.852, -0.127], [0.206, 0.209, -0.251], [0.103, -0.193, -0.120]], "nbo_charge": [1.845, -0.862, -0.644, 0.099, -0.650, -0.720, 0.225, 0.193, 0.226, 0.164, 0.216, 0.216, 0.215, 0.462, -0.080, -0.083, -0.759, -0.773, 0.167, 0.191, 0.164, 0.195, 0.488, 0.497, -0.106, -0.103, -0.748, -0.746, 0.173, 0.201, 0.169, 0.200, 0.480, 0.484, -0.097, -0.100, -0.739, -0.753, 0.189, 0.174, 0.186, 0.192, 0.473, 0.481]}

---

| no. | energy (a.u.) |
| --- | --- |
| 1 | -3634.67290 |
| 2 | -904.06749 |
| 3 | -2279.21055 |
| 4 | -1015.27324 |